A molecular structure, C29H23F2N2O2SSn, computed with ωB97M-V with the def2-TZVPD basis set.

Calculated values
* charge: +3
* HOMO-LUMO gap (alpha / beta): 6.65 / 4.59 eV
* electronic energy: -2190.044309 Ha

Last column: Mulliken charge in e.
Geometry (Å):
Sn  0.59260  0.40854  -1.96379  0.954
O  2.87855  0.66901  -1.65358  -0.350
C  3.50307  1.96151  -1.82059  -0.494
C  2.42979  3.01361  -1.77798  0.605
C  2.76360  4.35601  -1.85304  -0.898
C  1.75586  5.30246  -1.80415  -0.316
C  0.43516  4.88453  -1.66576  -0.856
C  0.18011  3.53589  -1.60612  -0.196
N  1.15809  2.60948  -1.66581  -0.049
H  3.55523  -0.01926  -1.60583  0.265
H  4.03968  1.99740  -2.77001  0.468
H  4.21430  2.12085  -1.00880  0.381
H  3.80023  4.65083  -1.95258  0.507
H  1.99273  6.35586  -1.87473  0.468
H  -0.37731  5.59487  -1.61381  0.465
H  -0.83388  3.16632  -1.50078  0.471
F  -5.81977  0.42450  -2.33892  -0.208
C  -4.85087  -0.43540  -2.28826  0.573
C  -3.51482  0.06889  -2.30420  -1.044
C  -2.55961  -0.86531  -2.23021  0.253
C  -2.71603  -2.26868  -2.16868  0.712
C  -4.10652  -2.67480  -2.16543  0.630
F  -4.40086  -3.95110  -2.10240  -0.248
C  -5.14956  -1.78890  -2.21801  -0.727
C  -1.58245  -3.13432  -2.12608  -0.085
C  -1.67683  -4.54693  -2.15398  -0.742
C  -0.52065  -5.31190  -2.13428  -0.500
C  0.69325  -4.66447  -2.09653  -0.791
C  0.70596  -3.24931  -2.07969  0.083
N  -0.36490  -2.50070  -2.08934  0.043
H  -3.35710  1.13648  -2.38953  0.529
H  -6.17461  -2.13575  -2.21276  0.548
H  -2.63341  -5.03795  -2.20549  0.565
H  -0.57909  -6.39157  -2.15607  0.492
H  1.62566  -5.21272  -2.08462  0.441
H  1.66385  -2.73745  -2.06392  0.389
O  0.47347  0.13730  0.07261  -0.047
S  0.75619  1.07536  1.30821  0.317
C  1.97846  0.23968  2.25046  0.500
C  2.99146  1.02964  2.77980  -0.177
C  3.94686  0.42715  3.58901  -0.681
C  3.88223  -0.93544  3.83415  -0.477
C  2.85967  -1.71281  3.29005  -0.687
C  1.89313  -1.12920  2.49407  -0.391
C  -0.70683  0.87609  2.29474  0.513
C  -1.71870  0.00584  1.92239  -0.085
C  -2.83114  -0.09817  2.74679  -0.657
C  -2.91951  0.66369  3.90334  -0.551
C  -1.89556  1.53604  4.25297  -0.685
C  -0.77805  1.65426  3.44340  -0.565
H  3.03190  2.09301  2.57566  0.464
H  4.73880  1.02233  4.02231  0.440
H  4.63524  -1.40322  4.45413  0.432
H  2.81162  -2.77061  3.51000  0.432
H  1.08000  -1.71499  2.08386  0.392
H  -1.63014  -0.58877  1.02316  0.442
H  -3.62893  -0.78295  2.49204  0.441
H  -3.79307  0.58276  4.53578  0.424
H  -1.96791  2.12701  5.15551  0.424
H  0.02132  2.33550  3.71133  0.445

A molecular structure, C29H23FN4O2OsS, computed with ωB97M-V with the def2-TZVPD basis set.

Calculated values
* charge: +2
* HOMO-LUMO gap (alpha / beta): 7.03 / 7.03 eV
* electronic energy: -2076.615204 Ha

Last column: Mulliken charge in e.
Geometry (Å):
Os  0.36086  0.19996  0.27865  0.553
O  0.89200  1.75138  1.95688  -0.713
S  0.33979  0.85828  3.00462  1.412
O  1.20884  0.05235  3.79423  -0.615
N  -0.47176  -0.12457  1.90142  0.610
C  -1.08481  -1.39631  2.08527  0.993
C  -1.51428  -1.99588  3.23396  -0.787
C  -2.11861  -3.27356  3.13639  -0.980
C  -2.28617  -3.90269  1.93108  -0.809
C  -1.83022  -3.30004  0.72420  0.392
C  -1.93816  -3.87094  -0.56463  -0.652
C  -1.44321  -3.19220  -1.64812  -1.023
C  -0.80038  -1.96119  -1.46242  0.111
N  -0.67564  -1.40206  -0.26996  0.020
C  -1.21526  -2.05358  0.82027  0.209
C  -0.80112  1.68170  3.99950  0.268
C  -1.74438  2.53076  3.41985  -0.207
C  -2.65938  3.15676  4.24224  -0.829
C  -2.61829  2.93797  5.61677  -0.413
C  -1.66561  2.10062  6.18079  -0.764
C  -0.74429  1.45464  5.37312  -0.241
H  -1.40891  -1.51776  4.19884  0.523
H  -2.45977  -3.75372  4.04301  0.426
H  -2.76172  -4.87389  1.88287  0.466
H  -2.40335  -4.84144  -0.68647  0.490
H  -1.52160  -3.59449  -2.64787  0.445
H  -0.36818  -1.42510  -2.29794  0.544
H  -1.74804  2.71326  2.35379  0.255
H  -3.39660  3.82529  3.82006  0.447
H  -3.33769  3.43350  6.25528  0.424
H  -1.63459  1.95406  7.25151  0.419
H  0.01368  0.80518  5.78917  0.544
F  2.23533  3.49246  -4.48708  -0.308
C  1.47194  2.98357  -3.52649  0.448
C  0.48230  2.07403  -3.88284  -0.889
C  -0.30160  1.53461  -2.88259  -0.192
C  -0.12918  1.93121  -1.54578  0.073
C  -1.03762  1.43767  -0.48388  -1.004
C  0.88412  2.85176  -1.22894  0.312
C  1.69583  3.37853  -2.21796  -0.924
H  0.33385  1.82836  -4.92582  0.454
H  -1.10176  0.85086  -3.14139  0.540
H  -1.93481  0.92812  -0.82921  0.505
H  -1.27908  2.18998  0.26513  0.417
H  1.00513  3.18445  -0.20367  0.454
H  2.46624  4.10592  -2.00122  0.489
N  3.94238  -0.45678  -1.95303  0.049
C  2.70021  0.03780  -1.89051  -0.784
N  2.06441  -0.37610  -0.81391  -0.270
C  2.97913  -1.17462  -0.10275  1.392
C  2.83034  -1.84543  1.10936  -0.256
C  3.92010  -2.55807  1.56303  -0.954
C  5.11811  -2.61208  0.82844  -0.592
C  5.26699  -1.95630  -0.37560  -1.099
C  4.16560  -1.23308  -0.82106  0.274
H  4.58685  -0.29205  -2.70968  0.257
H  2.27352  0.66520  -2.65660  0.587
H  1.91143  -1.82470  1.68815  0.191
H  3.85468  -3.09091  2.50166  0.452
H  5.94546  -3.18731  1.22070  0.412
H  6.19364  -1.99708  -0.93152  0.448

A molecular structure, C29H23IrN4OPS, computed with ωB97M-V with the def2-TZVPD basis set.

Calculated values
* charge: +3
* HOMO-LUMO gap: 6.32 eV
* electronic energy: -2256.055050 Ha

Last column: Mulliken charge in e.
Geometry (Å):
Ir  -0.81033  -1.07047  0.12679  1.350
N  1.10314  -4.57382  -0.72802  0.038
C  2.27867  -3.82338  -0.63918  0.171
C  3.61238  -4.18932  -0.77699  -1.190
C  4.53734  -3.17701  -0.62855  -0.528
C  4.15140  -1.85194  -0.36049  -0.820
C  2.82643  -1.48981  -0.22931  -0.209
C  1.89199  -2.50977  -0.36865  0.673
N  0.49334  -2.50701  -0.31437  -0.115
C  0.07306  -3.76081  -0.53083  0.221
C  -1.36200  -3.95279  -0.49089  -0.067
C  -2.21530  -4.99348  -0.64049  -0.065
S  -3.82906  -4.44604  -0.48124  0.016
C  -3.29633  -2.86802  -0.21529  -0.061
N  -1.98823  -2.74324  -0.24368  0.039
H  1.04873  -5.55781  -0.95214  0.261
H  3.91102  -5.20603  -0.99273  0.455
H  5.58935  -3.40702  -0.72565  0.431
H  4.91987  -1.09771  -0.25981  0.489
H  2.53270  -0.46615  -0.04134  0.420
H  -1.99690  -6.03168  -0.83762  0.435
H  -3.97328  -2.04294  -0.04771  0.394
O  -0.82968  -2.29858  2.62020  -0.458
N  -0.69083  -1.01428  2.08701  0.096
C  -0.81851  -0.07355  2.97414  -0.290
C  -0.64785  1.35123  2.86152  0.602
C  -0.65465  2.02831  4.08793  -0.992
C  -0.42850  3.39563  4.14071  -0.827
C  -0.21061  4.09950  2.96891  -0.768
C  -0.21664  3.44207  1.73751  -0.043
C  -0.42957  2.07639  1.67149  0.710
P  -0.52417  1.28875  0.06109  0.326
C  -1.99750  1.84031  -0.79116  0.691
C  -3.23525  1.32764  -0.38500  -0.432
C  -4.40038  1.79366  -0.96602  -0.928
C  -4.33069  2.77706  -1.94784  -0.583
C  -3.10420  3.29564  -2.34408  -0.773
C  -1.92958  2.83048  -1.77244  -0.455
C  0.94834  1.60278  -0.90657  1.081
C  2.13089  2.01711  -0.28560  -0.942
C  3.27864  2.17650  -1.04512  -0.633
C  3.25438  1.90974  -2.40957  -0.655
C  2.08479  1.47718  -3.02313  -0.843
C  0.92768  1.32161  -2.27775  -0.704
H  0.06493  -2.57090  2.88618  0.383
H  -1.01065  -0.45736  3.97263  0.540
H  -0.83266  1.47870  5.00371  0.446
H  -0.43024  3.90670  5.09365  0.464
H  -0.04750  5.16871  3.00117  0.468
H  -0.06478  4.01654  0.83115  0.534
H  -3.29129  0.60237  0.42625  0.429
H  -5.36154  1.41254  -0.64888  0.463
H  -5.24057  3.14791  -2.40046  0.441
H  -3.06132  4.06839  -3.09954  0.459
H  -0.97829  3.23877  -2.08892  0.471
H  2.15648  2.23079  0.77489  0.399
H  4.19055  2.52026  -0.57566  0.499
H  4.15002  2.05035  -3.00001  0.475
H  2.07019  1.27880  -4.08619  0.480
H  0.01251  1.00846  -2.76803  0.533

A molecular structure, C29H24AuF11NO2PSSe, computed with ωB97M-V with the def2-TZVPD basis set.

Calculated values
* 2S+1: 4
* charge: +1
* ⟨S²⟩: 3.7906
* HOMO-LUMO gap (alpha / beta): 7.88 / 4.22 eV
* electronic energy: -5699.765580 Ha

Last column: Mulliken charge in e.
Geometry (Å):
Au  -0.00398  -0.15722  0.78888  1.974
F  0.82308  -4.64842  6.42020  -0.245
C  0.33346  -3.98490  5.41109  0.668
C  0.75701  -2.67809  5.17358  -0.071
F  1.63705  -2.11674  5.97870  -0.267
C  0.23765  -1.97673  4.11582  -0.389
F  0.61806  -0.73019  3.96496  -0.288
C  -0.71152  -2.55083  3.24343  0.874
S  -1.45071  -1.78811  1.90744  -0.194
C  -1.12305  -3.87766  3.52404  0.317
F  -2.00677  -4.46195  2.74322  -0.285
C  -0.61716  -4.58186  4.58667  0.241
F  -1.01859  -5.81452  4.83138  -0.255
C  -4.29327  5.41742  0.56737  -1.515
C  -3.15201  4.51422  0.92492  0.576
C  -3.28025  3.56584  1.93890  -1.011
C  -2.22794  2.75626  2.32170  0.792
C  -2.39347  1.76628  3.44002  -1.406
C  -0.99565  2.91329  1.65075  0.671
Se  0.50439  1.88415  2.13282  0.064
C  -0.83750  3.85860  0.61313  0.802
C  0.46522  3.98452  -0.13217  -1.692
C  -1.92701  4.63235  0.26784  -0.963
H  -5.23612  5.05710  0.97467  0.368
H  -4.39083  5.52261  -0.51337  0.378
H  -4.11305  6.41612  0.97325  0.327
H  -4.22749  3.47034  2.45867  0.339
H  -3.39812  1.80703  3.85660  0.426
H  -1.68155  1.95659  4.24624  0.382
H  -2.21401  0.75205  3.07693  0.112
H  0.64581  3.09745  -0.74438  0.238
H  1.30641  4.08624  0.55939  0.405
H  0.45314  4.85295  -0.78698  0.433
H  -1.82649  5.35358  -0.53557  0.416
F  2.53216  0.16495  0.17267  -0.290
P  3.33145  -0.91134  1.18455  1.202
F  4.00288  -1.96690  2.14977  -0.358
F  4.57737  0.06239  1.22077  -0.399
F  2.65759  -0.14956  2.44992  -0.395
F  3.90977  -1.66210  -0.12267  -0.406
F  1.96889  -1.85872  1.08764  -0.373
C  0.08461  -0.95173  -5.48887  -1.102
O  0.90230  -1.02067  -4.32669  -0.353
C  1.34339  0.12784  -3.78589  0.871
C  1.00547  1.39472  -4.25213  -0.729
C  1.60572  2.52372  -3.72007  -0.691
C  2.56252  2.41189  -2.72065  -1.300
C  2.87295  1.15804  -2.23019  -0.322
C  2.24084  0.02134  -2.71832  0.454
N  2.63757  -1.21769  -2.14778  0.064
C  2.04997  -2.35926  -1.90321  -0.671
C  0.68697  -2.75550  -1.92927  0.998
C  0.41500  -4.12096  -2.15076  -0.862
C  -0.87006  -4.59316  -2.20338  -0.836
C  -1.93163  -3.70036  -1.99419  -0.456
C  -1.69403  -2.37520  -1.71299  -0.436
C  -0.38042  -1.86231  -1.64277  0.609
O  -0.14098  -0.62704  -1.28516  -1.354
H  -0.05273  -1.97709  -5.81642  0.260
H  0.57698  -0.38208  -6.27851  0.422
H  -0.88732  -0.51113  -5.25933  0.410
H  0.28124  1.50112  -5.04654  0.511
H  1.33458  3.49662  -4.11173  0.443
H  3.06180  3.28832  -2.33172  0.472
H  3.59920  1.04720  -1.43088  0.430
H  3.58251  -1.17781  -1.78756  0.543
H  2.75056  -3.12422  -1.58582  0.527
H  1.24432  -4.80171  -2.31341  0.466
H  -1.05642  -5.64127  -2.39255  0.455
H  -2.95174  -4.06282  -2.03986  0.468
H  -2.50794  -1.68528  -1.51615  0.511

electronic energy of number 2 (C29H23FN4O2OsS)?
-2076.615204 Ha

Which formula does entry 1 have?
C29H23F2N2O2SSn

The lowest charge belongs to which entry?
C29H24AuF11NO2PSSe